Here is a structure of composition C2H5NO2S in a non-equilibrium geometry from OMol25. Energies are from ωB97M-V/def2-TZVPD.

Geometry (Å):
C -1.244 0.008 0.557
C 0.169 -0.330 0.094
H -2.635 0.538 -1.169
H -0.884 0.601 1.613
H -1.948 -0.872 0.729
H 2.050 0.486 0.255
H 0.252 2.409 0.021
N 1.054 0.606 0.308
O -1.828 0.959 -0.311
O 0.564 1.745 0.978
S 0.772 -1.694 -0.803

As for the energy relative to the best compared isomer or geometry (same formula, charge and spin): 516.2 kJ/mol. The value obtained for the HOMO energy is -0.3053 Eh.



Here is a structure of composition C37H40N6O2SSeW in a non-equilibrium geometry from OMol25. Energies are from ωB97M-V/def2-TZVPD.

Geometry (Å):
W 0.114 -0.371 0.026
C -2.733 -1.429 2.834
C -1.792 -2.620 3.035
C -0.547 -2.640 2.124
N 0.007 -1.295 1.891
C 0.394 -0.625 3.003
C 0.750 -1.280 4.179
C 0.992 -0.798 5.460
C 0.817 0.478 5.950
C 0.524 1.611 5.197
C 0.473 1.744 3.826
C 0.547 0.782 2.799
N 0.644 1.109 1.509
C 1.473 2.285 1.205
C 0.953 3.189 0.104
C 0.655 2.361 -1.137
N -0.431 1.435 -0.815
C -1.684 1.914 -0.750
C -1.999 3.227 -1.107
C -3.209 3.902 -1.120
C -4.487 3.423 -0.904
C -4.826 2.106 -0.652
C -4.008 1.016 -0.404
C -2.616 0.912 -0.312
N -2.002 -0.219 0.078
C -2.838 -1.420 0.269
C -3.606 -1.508 1.588
H -2.161 -0.499 2.804
H -3.382 -1.357 3.707
H -2.333 -3.556 2.877
H -1.472 -2.619 4.077
H -0.772 -3.075 1.167
H 0.212 -3.286 2.561
H 0.880 -2.349 4.074
H 1.296 -1.548 6.181
H 0.930 0.616 7.018
H 0.371 2.528 5.754
H 0.305 2.755 3.478
H 2.449 1.893 0.899
H 1.648 2.863 2.106
H 1.707 3.945 -0.119
H 0.051 3.701 0.443
H 1.531 1.778 -1.391
H 0.417 2.961 -2.014
H -1.166 3.841 -1.412
H -3.135 4.954 -1.372
H -5.300 4.135 -0.982
H -5.889 1.891 -0.619
H -4.555 0.106 -0.213
H -2.196 -2.281 0.182
H -3.530 -1.500 -0.571
H -4.145 -2.459 1.573
H -4.356 -0.717 1.650
N 1.697 -4.081 0.052
C 0.713 -4.374 -0.978
C -0.218 -3.233 -1.364
O -0.982 -3.311 -2.273
O -0.185 -2.079 -0.625
H 2.612 -3.951 -0.357
H 1.785 -4.861 0.690
H 0.047 -5.173 -0.650
H 1.154 -4.710 -1.916
Se 2.535 -0.570 0.045
C 4.242 -0.068 -0.688
C 4.386 0.841 -1.725
C 5.672 1.144 -2.156
C 6.772 0.549 -1.554
C 6.597 -0.347 -0.506
C 5.322 -0.663 -0.057
H 3.537 1.332 -2.179
H 5.807 1.850 -2.966
H 7.770 0.790 -1.895
H 7.455 -0.803 -0.029
H 5.172 -1.351 0.765
S 1.735 0.092 -4.706
C 1.644 -0.409 -3.080
N 0.477 -0.402 -2.522
C -0.498 -0.027 -3.459
C -1.880 -0.041 -3.273
C -2.692 0.403 -4.293
C -2.153 0.843 -5.511
C -0.797 0.786 -5.741
C 0.020 0.335 -4.704
H 2.532 -0.728 -2.557
H -2.292 -0.459 -2.366
H -3.767 0.398 -4.162
H -2.812 1.202 -6.291
H -0.378 1.064 -6.700

As for the energy relative to the best compared isomer or geometry (same formula, charge and spin): 22.8 kJ/mol. The total charge is +2. The value obtained for the HOMO energy is -0.4736 Eh.



Here is a cluster of 12 separate species, C54H71BBr2IN14O2 in total in a non-equilibrium geometry from OMol25. Energies are from ωB97M-V/def2-TZVPD.

Geometry (Å):
C 4.944 0.783 2.744
C 3.601 1.308 3.312
B 2.818 2.100 2.213
O 2.485 3.410 2.311
C 2.365 1.334 0.882
C 2.241 2.082 -0.444
N 1.507 1.065 -1.280
C 0.632 0.519 -0.349
N -0.400 -0.212 -0.719
C -0.720 -0.413 -2.134
C -0.114 -1.701 -2.645
O 0.749 -2.293 -2.080
I -0.898 -2.319 -4.517
C -1.274 -0.784 0.257
Br -2.964 0.038 0.251
C -0.903 -1.757 1.099
C 0.461 -2.377 1.125
Br -2.084 -2.437 2.368
N 0.926 0.878 0.921
H 5.644 0.573 3.552
H 5.415 1.524 2.094
H 4.797 -0.134 2.173
H 3.766 1.901 4.214
H 3.015 0.434 3.627
H 2.469 3.716 3.228
H 2.990 0.451 0.688
H 3.130 2.489 -0.911
H 1.496 2.862 -0.276
H 2.163 0.325 -1.547
H -0.366 0.414 -2.752
H -1.805 -0.448 -2.245
H 1.032 -2.131 0.234
H 0.396 -3.455 1.266
H 1.001 -2.005 2.006
H 0.739 0.187 1.639
N -1.965 3.176 1.903
C -1.525 4.450 2.156
C -2.607 5.286 2.101
C -3.747 4.489 1.799
C -3.317 3.195 1.684
H -1.388 2.357 1.884
H -0.487 4.652 2.360
H -2.585 6.350 2.262
H -4.763 4.831 1.682
H -3.854 2.288 1.472
N 5.319 -4.167 1.242
C 4.285 -3.634 0.522
C 4.493 -3.923 -0.800
C 5.701 -4.665 -0.883
C 6.184 -4.798 0.392
H 5.430 -4.109 2.237
H 3.489 -3.093 1.007
H 3.850 -3.641 -1.618
H 6.157 -5.059 -1.776
H 7.061 -5.295 0.771
N -1.429 -5.229 4.810
C -0.325 -5.503 5.574
C -0.500 -6.739 6.132
C -1.758 -7.232 5.689
C -2.307 -6.279 4.875
H -1.570 -4.387 4.285
H 0.485 -4.799 5.656
H 0.194 -7.238 6.787
H -2.206 -8.178 5.939
H -3.240 -6.262 4.339
N 1.118 2.545 -4.117
C 1.244 2.769 -5.463
C 0.461 3.846 -5.779
C -0.159 4.293 -4.580
C 0.267 3.473 -3.571
H 1.575 1.817 -3.604
H 1.874 2.147 -6.076
H 0.341 4.269 -6.763
H -0.840 5.122 -4.476
H 0.037 3.471 -2.519
N -5.940 -7.032 0.740
C -5.209 -7.659 -0.229
C -3.884 -7.499 0.075
C -3.815 -6.746 1.279
C -5.102 -6.473 1.664
H -6.942 -6.992 0.771
H -5.690 -8.167 -1.047
H -3.056 -7.884 -0.497
H -2.922 -6.448 1.803
H -5.491 -5.938 2.513
N -7.785 3.695 1.666
C -7.665 3.950 0.326
C -8.298 5.140 0.068
C -8.814 5.621 1.302
C -8.482 4.709 2.267
H -7.420 2.888 2.137
H -7.146 3.269 -0.327
H -8.382 5.612 -0.897
H -9.370 6.529 1.460
H -8.682 4.695 3.325
N -3.418 6.191 6.376
C -2.767 5.410 5.463
C -1.437 5.411 5.791
C -1.283 6.226 6.947
C -2.524 6.692 7.283
H -4.404 6.375 6.379
H -3.299 4.923 4.666
H -0.660 4.888 5.260
H -0.367 6.444 7.470
H -2.845 7.335 8.084
N 9.559 -4.827 -0.486
C 10.064 -6.001 -0.978
C 11.406 -6.031 -0.704
C 11.721 -4.829 -0.015
C 10.562 -4.110 0.104
H 8.600 -4.536 -0.553
H 9.427 -6.718 -1.469
H 12.085 -6.824 -0.966
H 12.689 -4.529 0.350
H 10.369 -3.151 0.555
N -10.917 3.031 -0.016
C -11.642 2.572 1.047
C -12.831 2.085 0.570
C -12.821 2.259 -0.840
C -11.626 2.845 -1.168
H -10.000 3.446 0.040
H -11.253 2.633 2.050
H -13.620 1.656 1.164
H -13.601 1.988 -1.531
H -11.225 3.144 -2.121
N 0.724 7.272 -6.481
C 0.848 7.503 -7.824
C 0.065 8.581 -8.138
C -0.554 9.019 -6.936
C -0.126 8.193 -5.932
H 1.185 6.538 -5.975
H 1.480 6.885 -8.438
H -0.051 9.010 -9.119
H -1.233 9.847 -6.823
H -0.353 8.182 -4.880
N 9.719 -6.384 -4.353
C 10.739 -6.697 -5.207
C 10.190 -7.001 -6.425
C 8.781 -6.864 -6.301
C 8.523 -6.482 -5.011
H 9.830 -6.123 -3.389
H 11.763 -6.676 -4.878
H 10.737 -7.290 -7.306
H 8.045 -7.029 -7.069
H 7.593 -6.273 -4.510

The total charge is +1. The value obtained for the HOMO energy is -0.3368 Eh.



Here is a structure of composition C37H33Br2N6O3SSr in a non-equilibrium geometry from OMol25. Energies are from ωB97M-V/def2-TZVPD.

Geometry (Å):
Sr 0.045 -0.139 -0.156
C -1.504 -3.336 -0.445
C -2.652 -2.368 -0.364
C -3.961 -2.876 -0.491
C -5.021 -2.043 -0.302
C -4.800 -0.691 0.030
C -5.879 0.172 0.296
C -5.630 1.471 0.640
C -4.315 1.943 0.699
C -3.217 1.143 0.419
S -1.647 1.900 0.465
C -3.450 -0.233 0.097
N -2.403 -1.093 -0.119
H -1.800 -4.240 -0.975
H -1.199 -3.626 0.564
H -0.650 -2.899 -0.953
H -4.103 -3.923 -0.723
H -6.039 -2.403 -0.388
H -6.889 -0.212 0.234
H -6.450 2.143 0.864
H -4.127 2.976 0.958
C -0.979 -0.221 3.226
O -0.173 -0.884 2.243
C 0.441 -2.035 2.625
C 0.332 -2.605 3.880
C 1.001 -3.793 4.149
Br 0.836 -4.571 5.871
C 1.773 -4.419 3.198
C 1.894 -3.848 1.928
C 1.226 -2.654 1.640
O 1.308 -2.049 0.426
C 2.701 -4.464 0.879
N 2.815 -3.954 -0.331
C 3.649 -4.796 -1.039
C 4.103 -4.727 -2.354
C 4.952 -5.725 -2.787
C 5.348 -6.771 -1.941
C 4.903 -6.855 -0.637
C 4.045 -5.852 -0.203
N 3.429 -5.605 1.009
H -0.377 0.062 4.091
H -1.807 -0.860 3.541
H -1.368 0.671 2.742
H -0.263 -2.149 4.656
H 2.274 -5.344 3.445
H 1.902 -2.655 -0.152
H 3.791 -3.920 -3.003
H 5.327 -5.705 -3.802
H 6.018 -7.528 -2.323
H 5.209 -7.663 0.015
H 3.494 -6.178 1.830
C 2.092 2.574 -3.314
C 1.766 2.270 -1.874
O 1.206 1.223 -1.533
N 2.122 3.205 -0.986
C 1.833 3.099 0.441
C 2.823 2.214 1.166
C 4.025 2.733 1.632
C 4.906 1.899 2.300
C 4.556 0.570 2.480
C 3.342 0.137 1.973
N 2.489 0.931 1.327
H 1.685 1.794 -3.951
H 3.173 2.620 -3.453
H 1.665 3.534 -3.604
H 2.587 4.031 -1.321
H 0.831 2.689 0.564
H 1.850 4.102 0.863
H 4.261 3.779 1.483
H 5.844 2.279 2.682
H 5.205 -0.115 3.006
H 3.040 -0.897 2.095
Br 0.419 -2.222 -7.214
C 0.248 -1.833 -5.374
C 1.367 -1.856 -4.555
C 1.196 -1.554 -3.216
N 0.015 -1.246 -2.679
C -1.049 -1.233 -3.480
C -0.988 -1.520 -4.834
H 2.342 -2.096 -4.956
H 2.047 -1.552 -2.542
H -1.998 -0.979 -3.018
H -1.877 -1.498 -5.447

As for the energy relative to the best compared isomer or geometry (same formula, charge and spin): 45.8 kJ/mol. The total charge is +1. The value obtained for the HOMO energy is -0.3296 Eh.



Here is the ion C4H6NS2 with charge +1 in a non-equilibrium geometry from OMol25. Energies are from ωB97M-V/def2-TZVPD.

Geometry (Å):
C 1.222 1.656 0.184
C 2.553 1.372 0.144
C 1.705 -0.902 -0.785
C -2.143 -0.661 0.114
N 0.218 0.860 -0.103
S 3.074 -0.275 -0.223
S -1.192 0.777 -0.744
H 0.833 2.563 0.511
H 3.442 1.787 0.496
H 1.267 -1.911 -0.740
H -3.106 -0.476 -0.195
H -1.833 -0.672 1.108
H -1.852 -1.606 -0.339

As for the energy relative to the best compared isomer or geometry (same formula, charge and spin): 449.7 kJ/mol. The total charge is +1. The value obtained for the HOMO energy (spin up / spin down) is -0.4956 / -0.4715 Eh.



Here is a structure of composition C27H26N4O7Pd from OMol25. Energies are from ωB97M-V/def2-TZVPD.

Geometry (Å):
Pd -0.015 0.014 -0.013
C -3.320 2.273 0.215
C -2.155 3.189 0.477
C -2.225 4.543 0.172
C -1.137 5.374 0.383
C 0.045 4.862 0.892
C 0.161 3.514 1.205
C 1.449 2.930 1.706
C -0.960 2.712 1.011
N -0.852 1.309 1.287
C -1.363 0.783 2.341
C -2.044 1.544 3.429
C -1.230 -0.703 2.427
C -1.773 -1.441 3.606
N -0.651 -1.251 1.418
C -0.421 -2.665 1.346
C 0.662 -3.200 2.038
C 1.573 -2.330 2.860
C 0.884 -4.567 1.922
C 0.062 -5.355 1.134
C -0.988 -4.784 0.433
C -1.243 -3.422 0.516
C -2.335 -2.774 -0.284
H -4.020 2.742 -0.474
H -3.871 2.043 1.132
H -2.996 1.329 -0.227
H -3.137 4.939 -0.255
H -1.200 6.422 0.123
H 0.907 5.503 1.014
H 2.217 3.699 1.763
H 1.803 2.153 1.024
H 1.335 2.486 2.699
H -1.910 2.614 3.296
H -1.647 1.244 4.401
H -3.113 1.322 3.433
H -2.787 -1.107 3.827
H -1.164 -1.234 4.490
H -1.772 -2.512 3.428
H 1.821 -1.405 2.335
H 2.502 -2.854 3.074
H 1.121 -2.060 3.819
H 1.724 -5.009 2.443
H 0.255 -6.416 1.046
H -1.610 -5.397 -0.208
H -2.909 -3.524 -0.826
H -1.904 -2.081 -1.011
H -3.026 -2.210 0.347
O 0.985 -2.339 -3.140
C 0.918 -1.352 -2.436
O 0.552 -1.438 -1.182
C 1.335 -0.011 -3.003
C 1.863 -0.047 -4.286
C 2.302 1.103 -4.911
C 2.254 2.331 -4.272
C 1.761 2.360 -2.996
C 1.237 1.227 -2.323
O 0.656 1.433 -1.179
N 1.797 3.645 -2.289
O 1.287 4.604 -2.833
O 2.344 3.673 -1.206
N 2.843 1.033 -6.266
O 3.228 2.071 -6.773
O 2.861 -0.049 -6.818
H 1.915 -1.002 -4.788
H 2.608 3.229 -4.757

As for the energy relative to the best compared isomer or geometry (same formula, charge and spin): 0.0 kJ/mol. The value obtained for the HOMO energy is -0.3106 Eh.



Here is an isolated molecule of C5H6N2S2 in a non-equilibrium geometry from OMol25. Energies are from ωB97M-V/def2-TZVPD.

Geometry (Å):
C -0.657 -0.157 2.327
C 0.238 -0.538 0.399
C -0.629 0.479 0.258
C 1.373 -1.039 -0.973
C -1.019 1.432 -0.911
N -1.273 0.642 1.515
N 0.264 -0.883 1.688
S 2.426 -2.174 -0.815
S 0.977 -0.088 -2.366
H -0.952 -0.301 3.347
H -1.086 0.797 -1.796
H -2.019 1.910 -0.683
H -0.303 2.181 -0.881
H 0.823 -1.651 2.062
H 1.837 -0.608 -3.169

As for the energy relative to the best compared isomer or geometry (same formula, charge and spin): 45.8 kJ/mol. The value obtained for the HOMO energy is -0.3289 Eh. The SMILES is Cc1nc[nH]c1C(=S)S.



Here is a cluster of 7 separate species, C4H23NO7 in total in a non-equilibrium geometry from OMol25. Energies are from ωB97M-V/def2-TZVPD.

Geometry (Å):
C -1.548 -0.702 -0.929
C -0.203 -1.006 -1.540
C -0.303 -1.718 -2.906
O 0.641 -1.778 -0.661
C -1.861 0.844 -0.728
N -2.827 1.321 -1.678
H -2.446 -1.041 -1.453
H -1.624 -1.194 0.050
H 0.433 -0.117 -1.619
H 0.482 -1.406 -3.602
H -1.313 -1.588 -3.253
H 0.134 -2.724 -2.825
H 0.257 -2.427 -0.067
H -2.124 1.035 0.307
H -0.886 1.307 -0.934
H -2.705 1.574 -2.636
H -3.563 1.855 -1.264
H -0.036 3.417 0.694
H 1.187 2.759 1.333
O 0.603 3.537 1.388
H 3.252 -1.872 2.426
H 3.518 -1.856 0.841
O 3.806 -1.535 1.726
H -2.066 -0.061 2.745
H -1.322 0.418 3.959
O -1.390 -0.327 3.385
H 1.443 4.265 -0.413
H 1.698 3.006 -1.351
O 1.794 3.936 -1.268
H 2.869 -0.076 0.947
H 1.338 -0.030 0.412
O 2.132 0.483 0.661
H -0.453 -2.311 2.824
H 0.607 -3.433 2.528
O 0.477 -2.556 2.903

As for the energy relative to the best compared isomer or geometry (same formula, charge and spin): 214.2 kJ/mol. The value obtained for the HOMO energy is -0.3415 Eh. The SMILES is C[C@H](O)CCN.O.O.O.O.O.O.